Record 1
# C39H46Br60N4OS2

A structure of composition C39H46Br60N4OS2 at a distorted geometry (wB97M-V/def2-TZVPD, the Open Molecules 2025 dataset).

Geometry as ORCA input:
```
! wB97M-V def2-TZVPD RIJCOSX def2/J DEFGRID3
* xyz 0 1
Br 4.2012 5.6082 3.8303
Br -1.6293 6.8244 11.2364
Br -5.4194 -0.2984 12.0663
Br -2.9044 2.7008 5.8005
Br -1.1765 -6.8452 3.3048
Br -4.6910 -6.4065 -8.8961
Br 0.9007 1.3321 6.6219
Br 14.2137 6.7958 -1.9861
Br -1.9701 10.0869 14.4839
Br -5.3395 -9.4774 5.0805
Br -4.4737 -6.2757 -5.6836
Br 12.0770 2.6726 -3.6716
Br -5.4326 2.2232 7.7408
Br 1.1968 -8.4083 4.8242
Br 1.7484 4.7708 10.1009
Br -5.9831 2.8971 -2.3035
Br 4.1448 0.6037 -1.7900
Br 1.0072 8.5286 10.5089
Br -2.3176 -7.9697 -7.3767
Br -6.1182 -2.7863 6.6555
Br 16.3697 5.1018 -3.6792
Br 3.8271 3.8806 7.8051
Br 7.8118 1.5951 -5.9983
Br 4.7031 4.0785 1.0387
Br 1.8968 0.0752 -4.0376
Br 3.5191 0.3686 -7.8988
Br -2.5515 -1.6334 11.4511
Br 0.3758 0.4228 -7.1905
Br -4.2388 -9.3725 2.0536
Br 1.8323 -2.3767 -7.8432
Br 11.5750 4.2023 -0.8800
Br -4.2026 10.9103 12.3107
Br 0.6188 7.3529 13.4841
Br -0.9592 -6.7144 6.5173
Br -5.7884 2.1249 -5.4261
Br -4.7327 -1.3444 9.0966
Br 8.1028 0.1508 -3.1323
Br -4.2277 7.9606 13.6081
Br -5.4315 -3.8324 3.6858
Br 4.7567 5.4460 -6.8712
Br 7.6558 -1.6168 -5.7894
Br -3.2504 -4.1213 6.0403
Br -5.4427 1.0135 4.7540
Br 2.3119 -7.4834 -11.5089
Br 1.3886 -2.4788 6.1220
Br 1.8906 -4.0085 3.3304
Br -0.7120 -2.1446 3.7012
Br 1.8532 6.3793 7.3105
Br 0.5122 0.1564 9.5971
Br 9.4745 4.5365 -3.3008
Br -1.7358 -0.3721 7.3495
Br 2.2285 4.9685 -4.9309
Br -2.5418 -10.8915 4.3335
Br 4.5332 1.7794 -4.7652
Br 13.9964 6.6650 -5.1987
Br 1.5051 -9.0837 -8.8307
Br -6.0014 5.2162 -4.5410
Br 2.1006 5.9425 1.4095
Br 0.6567 -5.9944 -9.1791
Br 2.2184 3.7588 -7.9177
S -4.2927 -2.6473 -1.8032
S -1.0287 2.2506 -0.4776
O -3.8282 2.4787 -0.7330
N -3.2238 2.4836 1.7029
N -2.5459 -2.5928 -1.5452
N -4.6265 2.5685 1.5905
N -4.5506 -2.7580 -3.5486
C -4.0248 -0.5808 10.7397
C -2.7388 -2.8085 -5.7663
C 2.2198 0.3880 1.1641
C -0.0088 -2.7655 -4.9483
C 1.0039 -7.6818 -10.0828
C -1.1415 -2.8046 -6.1455
C -4.1572 -7.3447 -7.2777
C -0.2673 8.0463 11.8971
C 1.6344 1.5858 0.2108
C -4.3153 -10.3967 3.7057
C 1.7860 -0.4640 -8.1950
C 3.3754 4.7626 2.2852
C -0.3746 -2.7029 -3.3184
C -4.6746 -1.3865 -7.1249
C 0.4878 -1.4499 0.0307
C 0.5629 -3.3245 4.5769
C -5.3577 3.4438 -4.0626
C 3.2587 1.2971 -3.3769
C -0.6427 -7.7834 4.9232
C -5.0447 2.5631 0.1057
C -1.9656 -2.6848 -2.9380
C -0.3739 0.8498 8.0102
C -6.2646 -1.8242 -7.2956
C 0.8968 -2.6248 -2.2971
C 0.3132 2.3516 0.8303
C -4.2683 -0.6129 -8.5425
C -4.7236 -3.0687 5.3289
C 8.4192 0.0109 -5.0466
C -2.7450 2.4136 0.2684
C 0.5709 -2.9194 -0.7220
C 2.0860 4.6590 8.1884
C -3.8401 -2.8289 -6.9833
C -4.8317 2.4574 5.9056
C -3.8042 9.8390 13.8848
C 10.7493 3.3567 -2.4251
C 2.0021 -1.1312 0.5890
C 2.8295 5.2027 -6.7661
C 14.5302 5.7268 -3.5802
C -3.1252 -2.7536 -4.1416
H 13.8946 4.8387 -3.5011
H -4.3193 -2.0832 5.0752
H -1.2783 -8.6715 5.0023
H 9.5033 -0.0510 -5.1879
H -5.2911 3.3792 5.5338
H -4.6035 -3.7027 -6.8230
H -0.7805 8.9669 12.1939
H 1.1148 -2.7446 -5.2859
H 2.4922 2.4120 0.1341
H 2.7455 2.2177 -3.0801
H -4.4547 10.1983 14.6891
H -0.0016 -4.1864 4.9477
H 0.0644 -7.9927 -10.5516
H -6.2728 -2.7548 -8.0347
H -0.3431 -3.6198 -0.5164
H 2.8110 3.9007 2.6560
H 3.4001 0.5582 1.2212
H 1.3339 3.9820 7.7699
H 1.5254 -3.4608 -0.2551
H -4.2657 3.5038 -4.0093
H 2.3701 6.1245 -7.1379
H 10.1848 2.4947 -2.0543
H -3.2011 -0.1298 -8.5199
H 1.4285 1.2087 -0.8782
H -3.2232 -2.9147 -7.9939
H -4.7928 -8.2328 -7.1986
H -0.3579 -1.3795 0.8394
H 1.4350 -1.5867 -2.3703
H 0.6057 3.4560 1.1212
H -6.1531 2.6043 -0.3127
H -4.4770 -0.6759 -6.2157
H -0.0280 1.7930 1.8137
H 1.6918 -3.4498 -2.6334
H -0.7698 -2.8188 -7.2784
H -4.8460 -11.3277 3.4804
H -6.8663 -0.9709 -7.8620
H -0.8871 1.7704 8.3070
H 1.8482 0.5049 2.2895
H -6.7660 -2.1702 -6.2960
H 0.2375 -0.6243 -0.7943
H 2.7800 -1.4203 -0.2360
H 2.1756 -1.8757 1.5031
H -5.0764 0.2417 -8.7444
H -4.3881 -1.3657 -9.4564
H -3.6204 0.4047 10.4861
H 1.5489 -0.3398 -9.2568
*
```

Summary:
HOMO energy, eV: -8.0
Gap between HOMO and LUMO, eV: 6.61
E, hartree: -157044.23399



Record 2
# C39H46Cl2F3HfN4O2

A structure of composition C39H46Cl2F3HfN4O2 (wB97M-V/def2-TZVPD, the Open Molecules 2025 dataset).

Geometry as ORCA input:
```
! wB97M-V def2-TZVPD RIJCOSX def2/J DEFGRID3
* xyz 1 1
Hf -0.2230 -0.2426 0.3056
Cl 4.4114 1.8934 -2.4008
Cl 2.0225 1.8910 -0.6980
F -4.3701 -2.4503 0.6500
F -3.6473 -2.5702 2.6897
F -2.9969 -4.0261 1.2259
O -1.4083 -2.1538 0.0512
O -1.9498 -0.7567 1.6430
N -0.3818 -0.0587 -1.8416
N 1.5527 -1.3890 -0.1308
N -0.9885 1.7690 0.2830
N 0.9186 0.4155 2.0105
C 4.7389 0.6714 4.3041
C -3.6299 4.0341 3.0688
C -1.7430 2.3599 -0.7043
C -2.5351 4.6045 2.1608
C 0.5048 1.3929 2.8822
C -1.3521 0.3081 -3.8939
C -0.5884 -0.8183 -4.0053
C 2.0138 -0.1891 2.5869
C 3.4190 0.0393 4.7590
C -0.4930 2.3249 2.6174
C 3.3956 -2.7396 0.1197
C 3.1327 0.9169 -1.6924
C 3.4114 -3.8948 -2.1842
C 2.5643 -1.7458 0.7338
C 1.7314 -2.1352 -1.2748
C 2.7563 -1.1955 1.9953
C -2.1454 -1.8365 1.0197
C -4.7623 3.7889 -1.0382
C -1.3042 -2.9642 -5.0941
C 1.8957 3.6670 4.9429
C 4.2884 -3.1515 -3.1969
C -2.0700 3.6097 1.1460
C -1.8381 1.8998 -2.0064
C 2.8736 -2.9893 -1.1218
C 2.2735 0.4056 3.8698
C 0.9859 -1.9975 -2.4424
C -0.4242 -1.7135 -5.1917
C -1.1618 2.5241 1.4214
C 1.3322 1.3780 4.0585
C -1.2186 0.7761 -2.5395
C -3.6958 0.5677 -4.7706
C -3.3198 -2.7530 1.4186
C 0.0321 -1.0337 -2.7233
C -2.2202 0.9476 -4.9309
C -3.3544 4.3854 -0.9449
C 4.6382 -3.3052 0.7311
C -2.4175 3.5153 -0.1692
C 1.1997 2.3280 5.2062
C 5.8322 -2.3525 0.6066
H -3.4061 5.3674 -0.4732
H -1.1655 -3.6043 -5.9647
H -4.3040 1.0489 -5.5357
H 3.5777 0.1668 -1.0485
H -2.1088 2.0335 -4.8847
H 3.9908 -4.6917 -1.7163
H -5.4196 4.4373 -1.6164
H 2.5451 0.4680 -2.4851
H 4.4601 -3.5373 1.7837
H 4.8761 -4.2546 0.2499
H -2.3582 -2.6904 -5.0372
H 6.0515 -2.1409 -0.4408
H 6.7242 -2.7848 1.0587
H -4.5026 3.7399 2.4849
H 3.7294 -2.3563 -3.6941
H 4.9959 0.3615 3.2897
H 4.6615 -3.8323 -3.9613
H -0.6695 -1.1605 -6.0989
H -2.4651 2.4712 -2.6777
H 1.2311 -2.6780 -3.2472
H -1.0650 -3.5441 -4.2013
H 5.1468 -2.6935 -2.7036
H 0.1425 2.4962 5.4241
H -1.6892 4.9380 2.7668
H 2.9629 3.5211 4.7731
H 2.5851 -4.3880 -2.7013
H 4.6687 1.7595 4.3069
H 3.5905 -1.5805 2.5670
H 3.5244 -1.0477 4.7950
H -3.8284 -0.5111 -4.8589
H 5.6292 -1.4003 1.1005
H -5.1948 3.6642 -0.0449
H -1.8755 0.6522 -5.9225
H 1.6205 1.8679 6.1014
H -3.9460 4.7737 3.8037
H 5.5547 0.3814 4.9654
H -0.7210 3.0193 3.4149
H -3.2778 3.1504 3.6030
H 0.6237 -2.0069 -5.2925
H 3.1960 0.3542 5.7791
H -2.9550 4.5536 -1.9476
H -4.7452 2.8078 -1.5161
H -2.9072 5.4932 1.6500
H -4.0782 0.8679 -3.7935
H 1.7758 4.3389 5.7921
H 1.4861 4.1575 4.0582
*
```

Summary:
HOMO energy, eV: -9.9
Gap between HOMO and LUMO, eV: 5.74
E, hartree: -3151.32218



Record 3
# C39H46CoFN5O3P

A structure of composition C39H46CoFN5O3P (wB97M-V/def2-TZVPD, the Open Molecules 2025 dataset).

Geometry as ORCA input:
```
! wB97M-V def2-TZVPD RIJCOSX def2/J DEFGRID3
* xyz 1 4
Co 1.2025 -0.6500 0.4965
P -0.7823 -2.5760 1.2585
F -4.8831 2.4056 1.9641
O 1.1971 0.3622 -3.4216
O -0.7846 0.2005 0.2824
O 1.0654 -0.7475 -1.5008
N 3.4542 -0.1582 0.1035
N 1.2738 1.7880 0.9752
N 2.0620 -0.6701 2.4771
N 2.4744 -2.6466 -0.0978
N -2.2935 2.3271 -2.8872
C -1.8509 -2.5537 -1.3825
C -4.2505 2.3654 0.7782
C -3.1039 1.6391 0.6506
C 3.8129 1.2665 -0.0461
C -1.2214 0.8216 -0.7168
C 3.8428 -3.2549 -1.9537
C -2.7611 3.1829 -4.0110
C -0.2923 3.4692 1.6425
C -2.3313 -1.0606 3.1248
C 4.1744 -0.6935 1.2661
C -0.6261 -4.0549 2.3706
C 3.3925 -0.5455 2.5441
C -0.6123 0.8577 -1.9980
C -2.9729 2.3379 -1.6683
C 3.3189 -0.3043 4.9242
C -4.7691 3.8115 -2.6778
C 0.0757 4.2528 0.5565
C 0.2697 -3.8666 3.5919
C 2.8301 2.0872 -0.8672
C -4.1718 3.0670 -1.5145
C 2.5542 -4.9199 -0.8379
C 3.3477 -2.3225 -1.0526
C 0.3286 2.2472 1.7997
C -1.1711 1.6118 -2.9951
C -2.3879 -1.8778 1.8411
C 3.8238 -0.8963 -1.1086
C 4.0512 -0.3600 3.7514
C -1.3760 -3.4592 -0.2493
C -2.4510 1.6102 -0.5880
C 1.3633 -0.6170 3.6126
C 1.0698 3.7975 -0.2878
C 3.4283 -4.5695 -1.8560
C -4.2810 3.2278 -3.9909
C 2.1098 -3.9242 0.0105
C -2.2417 2.7114 -5.3587
C 1.6647 2.5621 -0.0390
C 0.6458 0.1089 -2.3538
C -4.7980 3.0681 -0.2889
C 1.9416 -0.4367 4.8540
H 2.2253 -5.9405 -0.7013
H -0.6545 1.6237 -3.9429
H -1.6312 -4.3636 2.6697
H 4.3592 -1.7574 1.1201
H 5.1282 -0.2578 3.7620
H -2.1663 -4.1505 0.0602
H -2.2032 -3.1517 -2.2236
H -4.6223 3.8340 -4.8294
H -2.7154 3.3140 -6.1324
H 3.7938 -5.3142 -2.5506
H -1.0482 3.7926 2.3444
H 4.9147 -0.8851 -1.2444
H 3.3524 2.9651 -1.2514
H 4.5435 -2.9439 -2.7176
H -0.2410 -4.8745 1.7580
H -3.3183 -0.6675 3.3740
H -2.6756 -1.9100 -1.0717
H 2.4937 1.5363 -1.7491
H 4.8139 1.3281 -0.4919
H -5.8566 3.7771 -2.6122
H 1.4388 -4.1523 0.8266
H 5.1544 -0.2152 1.3741
H -2.3836 4.1920 -3.8135
H -1.9973 -1.6545 3.9781
H -4.6723 2.2166 -4.1353
H 3.8135 -0.1585 5.8752
H -5.7243 3.6100 -0.1443
H -4.4843 4.8668 -2.6211
H -2.6870 1.0980 1.4852
H 0.3218 -4.7831 4.1805
H -0.3926 5.2136 0.3858
H 1.4080 4.3941 -1.1251
H 0.2938 -0.7322 3.5115
H 1.3221 -0.4009 5.7388
H -0.1013 -3.0796 4.2494
H -3.0918 -2.7081 1.9485
H -2.5008 1.6664 -5.5365
H 1.2870 -3.5971 3.2979
H -1.0335 -1.9262 -1.7331
H 3.8765 1.6962 0.9550
H -0.5420 -4.0715 -0.6011
H 3.3685 -0.4141 -1.9746
H -2.7546 -1.2518 1.0276
H -1.1659 2.8325 -5.4725
H 0.0500 1.5919 2.6168
H -1.6563 -0.2092 3.0102
*
```

Summary:
Expectation value of S²: 3.757
HOMO energy (spin up / spin down), eV: -10.6 / -10.6
Gap between HOMO and LUMO (spin up / spin down), eV: 8.45 / 8.43
E, hartree: -3837.20035



Record 4
# C39H46IN8OP

A cluster of 8 separate species, C39H46IN8OP in total at a distorted geometry (wB97M-V/def2-TZVPD, the Open Molecules 2025 dataset).

Geometry as ORCA input:
```
! wB97M-V def2-TZVPD RIJCOSX def2/J DEFGRID3
* xyz 0 1
I 3.8114 -4.1460 7.3391
P 5.0659 -7.6299 6.2321
O 2.0398 -5.8027 5.6388
N 7.9031 -7.7207 6.2196
N 1.9570 0.0944 1.7801
N -1.7849 -3.9401 2.2656
N -2.6052 9.1326 -7.9696
N 2.1931 6.2548 -4.0830
N -2.6903 5.6968 -4.6273
N -7.2938 -3.8454 3.0417
N 0.0402 0.6309 -1.7323
C 6.7321 -8.0721 5.4024
C -5.0301 -4.5896 2.7389
C 3.3150 -7.2168 7.0145
C -6.0531 -3.6655 2.5855
C -6.5942 -5.9760 3.8931
C 0.0912 -4.2227 3.7381
C -1.1238 -1.3914 -1.1670
C -7.5431 -4.9877 3.6818
C -0.9612 -4.7116 2.9788
C 0.4754 6.9293 -5.6180
C -0.5389 -2.0331 3.0212
C -4.6738 8.2011 -7.1877
C 2.8406 -5.8993 6.4611
C -0.5020 0.5567 -2.9483
C -1.3629 -0.4542 -3.3484
C -1.6771 -1.4482 -2.4353
C 3.1997 2.0044 2.5324
C -3.3142 10.0038 -8.6879
C 2.7450 7.5312 -6.0385
C 2.1762 1.4098 1.8106
C -2.7754 2.9361 -4.2685
C -3.1964 4.8862 -5.5606
C 0.3016 -2.8537 3.7545
C -3.2892 8.2528 -7.2363
C 0.9159 6.2959 -4.4666
C 3.0800 6.8665 -4.8685
C 1.4128 7.5603 -6.4185
C 7.9176 -6.2986 6.6482
C -1.5620 -2.6246 2.2995
C -4.6998 10.0400 -8.7075
C -0.2754 -0.3349 -0.8659
C -2.2430 3.7556 -3.2880
C -2.2266 5.1229 -3.5158
C -3.2648 3.5084 -5.4310
C -5.3907 9.1164 -7.9403
C -5.3124 -5.7686 3.4090
C 4.0429 1.1885 3.2677
C 2.7825 -0.6741 2.4935
C 3.8327 -0.1809 3.2512
H 8.7222 -7.8504 5.6371
H -0.5743 6.9279 -5.8774
H -3.6880 2.9013 -6.2198
H 4.8537 1.6139 3.8461
H 6.7204 -9.1743 5.3308
H 3.5081 8.0127 -6.6353
H 1.4891 2.0089 1.2221
H 7.1227 -5.6830 6.2128
H -0.2241 1.3553 -3.6287
H -2.7312 10.7054 -9.2751
H 4.4689 -0.8522 3.8124
H -2.3448 -2.2562 -2.7089
H 1.1135 -2.4307 4.3342
H -5.8802 -2.7261 2.0707
H -1.7756 -0.4623 -4.3491
H -6.4737 9.1105 -7.9287
H 3.3310 3.0777 2.5182
H 4.1106 6.8154 -4.5333
H 6.7822 -7.7072 4.3567
H -1.8495 3.3449 -2.3673
H -6.8534 -6.8835 4.4221
H -4.5423 -6.5171 3.5523
H 0.1808 -0.2446 0.1152
H 3.4703 -7.1365 8.0963
H 1.1083 8.0681 -7.3255
H -4.0396 -4.3909 2.3449
H 2.5810 -1.7388 2.4466
H 8.8626 -5.8414 6.3220
H -8.5603 -5.1076 4.0397
H -0.4043 -0.9601 3.0088
H 4.4996 -8.8381 5.7180
H -2.6868 7.5582 -6.6605
H -1.1646 -5.7764 2.9311
H -1.3442 -2.1485 -0.4274
H -3.5627 5.3792 -6.4555
H -2.2485 -2.0227 1.7126
H -5.1756 7.4636 -6.5753
H -1.8236 5.8059 -2.7758
H 5.6599 -7.7244 7.5245
H 7.9334 -6.2638 7.7430
H 2.5970 -8.0079 6.7830
H -2.8083 1.8632 -4.1282
H 0.7292 -4.8920 4.3003
H 5.0164 -6.4045 5.4925
H -5.2227 10.7720 -9.3082
H 0.2185 5.7936 -3.8091
*
```

Summary:
Structure (SMILES): CNC[PH3]CC(=O)I.c1ccncc1.c1ccncc1.c1ccncc1.c1ccncc1.c1ccncc1.c1ccncc1.c1ccncc1
HOMO energy, eV: -9.0
Gap between HOMO and LUMO, eV: 9.17
E, hartree: -2665.88629